Molecular formula: C13H13N2O4RuSeSi
Method: DFT, ωB97M-V with the def2-TZVPD basis set

## Properties
Energy = -3699.13941 Eh
Molar mass = 469.4 g mol⁻¹
Multiplicity = 5
Charge = +1
Frontier orbital gap (spin up / spin down) = 8.91 / 6.27 eV
HOMO (spin up / spin down) = -13.19 / -12.99 eV

Geometry as XYZ:
```
35
Properties=species:S:1:pos:R:3:forces:R:3:mulliken_spin:R:1
Ru 1.108 0.180 0.002 -0.5 -0.2 0.1 2.889
O 5.546 1.968 0.042 -0.1 -0.1 0.1 0.004
C 4.286 1.579 0.108 0.1 0.1 -0.3 -0.021
O 3.932 0.426 0.204 0.0 0.1 0.2 0.037
C 3.304 2.690 0.023 0.1 0.0 0.1 0.003
C 3.679 4.017 -0.013 0.0 0.0 0.0 0.001
C 2.685 4.992 -0.034 0.0 0.0 0.0 0.005
C 1.366 4.591 -0.008 0.0 0.0 0.0 -0.003
C 1.082 3.232 0.019 0.0 0.1 0.0 0.007
N 2.022 2.292 0.021 0.0 0.0 0.0 -0.001
C -0.340 2.741 0.058 -0.1 -0.3 -0.1 0.006
O -1.268 3.495 0.072 0.0 0.1 0.0 0.033
O -0.438 1.423 0.072 0.1 0.3 0.1 0.064
H 6.120 1.185 0.096 0.0 0.0 0.0 -0.001
H 4.727 4.276 -0.012 0.0 0.0 0.0 0.001
H 2.946 6.041 -0.057 0.0 0.0 0.0 0.000
H 0.535 5.283 -0.008 0.0 0.0 0.0 0.000
C -2.625 -4.479 0.476 0.1 -0.1 0.1 0.004
Si -2.983 -2.719 0.071 0.2 0.2 0.0 -0.016
C -3.978 -1.844 1.362 -0.1 0.0 0.0 0.015
C -3.624 -2.460 -1.647 -0.1 0.0 -0.1 0.024
C -1.330 -1.768 0.053 0.1 0.0 0.0 0.292
C -0.288 -1.080 0.031 0.1 0.0 0.0 0.168
H -3.552 -5.057 0.453 0.0 0.0 0.0 0.000
H -2.193 -4.582 1.472 0.0 0.0 0.0 0.000
H -1.931 -4.920 -0.237 0.1 0.0 -0.1 -0.001
H -4.978 -2.284 1.394 0.0 0.0 0.0 0.001
H -4.084 -0.783 1.134 0.0 0.0 0.0 -0.001
H -3.541 -1.944 2.355 0.0 0.0 0.0 0.000
H -4.608 -2.931 -1.721 0.0 0.0 0.0 0.002
H -2.981 -2.916 -2.399 0.0 0.0 0.0 0.000
H -3.739 -1.402 -1.880 0.0 0.0 0.0 -0.001
Se 2.561 -1.749 -0.188 0.1 -0.1 -0.1 0.428
C 1.548 -3.245 -0.542 0.1 0.2 0.1 -0.039
N 1.035 -4.248 -0.770 -0.2 -0.1 0.0 0.101
```
Forces are in eV/Å.


Molecular formula: C13H13NO2S2
Method: DFT, ωB97M-V with the def2-TZVPD basis set

## Properties
Energy = -1504.32613 Eh
Molar mass = 279.4 g mol⁻¹
Energy above the lowest of the compared OMol25 structures with the same formula, charge and spin = 1119.1 kJ/mol
SMILES = COc1cccc(C(=O)C(C#N)=C(SC)SC)c1
Charge = 0
Frontier orbital gap = 7.61 eV
HOMO = -7.72 eV

Geometry as XYZ:
```
31
Properties=species:S:1:pos:R:3:forces:R:3:nbo_charge:R:1
C -0.936 2.062 3.923 3.6 2.9 -4.3 -0.238
O 0.543 2.008 3.853 -6.9 5.0 8.7 -0.458
C 1.175 1.482 2.976 3.9 0.0 -2.6 0.242
C 2.502 1.757 3.026 6.2 -1.0 3.5 -0.200
C 3.332 0.982 2.249 3.9 0.9 0.1 -0.180
C 2.698 0.229 1.303 11.3 -1.0 -3.7 -0.209
C 1.514 0.254 0.967 -9.0 -0.8 1.5 -0.184
C 1.056 -0.677 -0.085 -8.0 11.9 3.3 0.690
O 1.578 -1.520 -0.551 5.4 -8.7 -4.1 -0.497
C -0.471 0.066 -0.800 6.6 -16.6 -3.0 -0.401
C -0.607 1.258 -0.570 -4.4 9.2 1.9 0.209
N -1.219 2.191 -0.253 0.7 2.1 0.1 -0.368
C -0.811 -0.946 -1.788 -3.4 7.3 3.2 -0.341
S 0.061 -2.140 -2.380 1.4 -4.1 -1.4 0.541
C -1.074 -2.901 -3.553 7.8 5.2 -4.8 -0.754
S -2.356 -0.628 -2.526 -1.0 0.5 -1.0 0.297
C -3.363 0.460 -1.445 -1.4 -16.7 1.4 -0.634
C 0.713 0.835 1.976 -7.4 -4.1 -5.7 -0.252
H -1.282 2.731 4.606 -0.2 1.4 2.7 0.200
H -1.281 2.526 2.980 0.1 -0.6 0.0 0.198
H -1.219 1.127 3.989 -2.1 -4.6 0.7 0.178
H 2.997 2.092 4.059 -1.4 0.2 -2.5 0.225
H 4.610 0.948 2.167 -4.1 0.4 0.9 0.228
H 3.277 -0.139 0.381 0.4 -0.2 2.0 0.197
H -1.279 -2.079 -4.446 1.0 -2.1 1.8 0.222
H -0.573 -3.749 -3.979 0.8 -0.2 -0.3 0.237
H -1.942 -3.185 -3.459 -9.0 -2.7 2.8 0.204
H -4.355 0.070 -1.597 -0.5 0.7 -0.7 0.237
H -3.187 -0.133 -0.415 -0.1 1.7 -1.7 0.219
H -3.193 1.307 -1.307 2.6 13.4 1.4 0.175
H -0.484 0.645 1.909 3.0 0.6 0.2 0.216
```
Forces are in eV/Å.


Molecular formula: C13H14Br2NO3PS2W
Method: DFT, ωB97M-V with the def2-TZVPD basis set

## Properties
Energy = -7136.94781 Eh
Molar mass = 671.0 g mol⁻¹
Energy above the lowest of the compared OMol25 structures with the same formula, charge and spin = 179.6 kJ/mol
Multiplicity = 2
Charge = +1
Frontier orbital gap (spin up / spin down) = 5.94 / 6.30 eV
HOMO (spin up / spin down) = -11.30 / -11.35 eV

Geometry as XYZ:
```
37
Properties=species:S:1:pos:R:3:forces:R:3:mulliken_spin:R:1
W -0.502 0.311 0.557 2.9 -1.4 3.2 1.264
Br 4.071 -0.324 -1.717 -0.1 -0.2 -0.1 0.002
C 2.543 -1.403 -1.843 -1.1 1.1 1.1 -0.011
C 2.552 -2.611 -2.535 -0.6 -0.8 -0.3 -0.003
C 1.424 -3.409 -2.617 0.4 0.2 0.0 0.003
Br 1.524 -5.017 -3.591 0.0 0.0 0.0 0.000
C 0.210 -3.045 -1.969 0.3 0.1 0.0 0.001
C -0.992 -3.774 -1.947 -0.1 0.6 0.4 0.013
C -2.064 -3.270 -1.222 0.2 -0.3 -0.3 -0.005
C -1.950 -2.080 -0.523 0.1 0.6 0.1 0.003
N -0.817 -1.353 -0.530 -1.4 -1.9 -1.4 0.004
C 0.235 -1.830 -1.253 0.9 0.4 -0.1 0.005
C 1.372 -0.984 -1.186 0.7 -2.0 -1.3 -0.006
O 1.234 0.106 -0.483 -1.4 1.8 1.4 0.023
H 3.467 -2.930 -3.008 0.0 0.0 -0.1 0.000
H -1.083 -4.711 -2.470 0.1 -0.1 -0.1 0.001
H -2.994 -3.812 -1.190 -0.1 0.0 0.0 0.000
H -2.772 -1.671 0.063 0.2 -0.2 -0.1 0.000
C -1.639 5.787 3.057 0.0 -0.3 -0.2 0.000
C -1.515 5.031 1.747 0.3 0.7 0.0 0.001
O -2.092 3.729 1.918 0.4 -0.5 0.1 0.002
P -1.472 2.285 1.709 -2.1 0.0 0.1 0.023
S -0.150 -0.822 2.474 -0.6 1.9 -3.0 -0.332
S -2.469 1.511 -0.007 0.8 -0.4 0.1 0.005
O -2.318 1.425 2.769 0.1 0.6 -0.1 0.004
C -2.456 1.799 4.161 -0.1 0.1 0.3 -0.001
C -3.714 2.625 4.362 0.2 -0.2 -0.2 0.000
H -1.283 6.805 2.931 0.0 0.1 0.0 0.000
H -1.047 5.309 3.834 0.0 0.0 0.1 0.000
H -2.678 5.817 3.373 -0.1 0.1 0.0 0.000
H -0.473 4.941 1.434 0.0 0.0 0.0 0.002
H -2.085 5.522 0.955 0.1 -0.1 0.0 0.000
H -1.567 2.346 4.487 0.0 -0.1 0.0 0.001
H -2.505 0.850 4.699 0.1 0.2 0.0 0.000
H -3.649 3.546 3.790 -0.1 0.0 0.1 0.000
H -3.830 2.863 5.416 0.0 0.0 0.1 0.000
H -4.583 2.063 4.026 -0.1 0.0 0.0 0.000
```
Forces are in eV/Å.


Molecular formula: C13H14BrN6ORbS2
Method: DFT, ωB97M-V with the def2-TZVPD basis set

## Properties
Energy = -4302.03080 Eh
Molar mass = 499.8 g mol⁻¹
Energy above the lowest of the compared OMol25 structures with the same formula, charge and spin = 0.0 kJ/mol
Charge = 0
Frontier orbital gap = 7.35 eV
HOMO = -7.41 eV

Geometry as XYZ:
```
38
Properties=species:S:1:pos:R:3:forces:R:3:nbo_charge:R:1
Rb -1.135 -0.093 -1.067 0.3 -0.5 0.0 0.891
C -1.823 0.821 3.685 -0.1 0.0 0.0 -0.704
C -0.916 0.307 2.607 -0.1 -0.2 0.0 0.217
N -1.150 -0.722 1.890 0.1 0.2 0.1 -0.198
N -2.301 -1.400 2.096 -0.2 0.2 0.2 -0.443
C -2.601 -2.492 1.344 0.0 -0.2 -0.2 0.281
N -3.857 -2.968 1.560 0.0 0.1 0.1 -0.792
S -1.549 -3.232 0.297 -0.1 -0.1 0.0 -0.247
C 0.340 1.024 2.268 0.1 0.1 0.0 0.167
C 1.134 1.614 3.246 -0.1 0.0 -0.1 -0.239
C 2.306 2.246 2.861 0.0 0.0 0.0 -0.159
C 2.634 2.279 1.517 0.0 0.0 0.0 -0.250
C 1.773 1.672 0.614 0.0 0.0 0.0 0.054
N 0.655 1.053 0.971 0.2 0.1 0.1 -0.425
H -2.793 1.077 3.246 0.0 0.0 0.0 0.246
H -1.432 1.724 4.145 0.0 0.0 0.0 0.242
H -1.987 0.082 4.474 0.0 0.0 0.0 0.228
H -2.963 -1.063 2.784 0.0 -0.1 -0.1 0.379
H -4.584 -2.325 1.834 0.0 0.0 0.0 0.389
H -4.133 -3.715 0.946 0.0 0.0 0.0 0.417
H 0.850 1.562 4.288 0.0 0.0 0.0 0.219
H 2.949 2.705 3.600 0.0 0.0 0.0 0.222
H 3.530 2.769 1.162 0.0 0.0 0.0 0.225
H 1.988 1.693 -0.449 0.0 0.0 0.0 0.201
O -3.379 1.345 -0.457 0.2 -0.1 0.0 -1.073
S -3.119 2.318 -1.574 -0.7 0.7 0.0 1.228
N -1.971 2.232 -2.473 0.2 -0.2 0.1 -1.084
Br 3.817 -1.347 -6.577 0.0 0.0 0.1 0.084
C 2.760 -1.098 -5.032 -0.1 0.0 0.1 -0.044
C 2.719 -2.075 -4.050 0.1 0.0 -0.1 -0.286
C 1.930 -1.842 -2.936 0.1 0.0 0.0 0.050
N 1.213 -0.735 -2.759 0.0 0.0 0.0 -0.461
C 1.259 0.188 -3.717 0.0 0.0 0.0 0.043
C 2.017 0.058 -4.872 0.0 0.0 -0.1 -0.282
H 3.282 -2.992 -4.143 0.0 0.0 0.0 0.236
H 1.875 -2.582 -2.146 0.0 0.0 0.0 0.204
H 0.649 1.074 -3.565 0.0 0.0 0.0 0.226
H 2.015 0.839 -5.617 0.0 0.0 0.0 0.239
```
Forces are in eV/Å.